42
Properties=species:S:1:pos:R:3:forces:R:3 method="wB97M-V/def2-TZVPD" lumo_ev=0.52 e_tot_ha=-1097.1324 homo_energy_ev=-6.49 mol_weight_g_mol=389.75 multiplicity=1 total_charge=0 homo_lumo_gap_ev=7.0
Pd -0.08142 -0.07497 -0.32810 0.194 0.010 0.195
O 2.78664 -0.72084 -0.63093 -0.009 0.012 -0.011
O -0.79105 0.32166 3.21794 0.001 -0.006 0.092
O -2.04770 0.21884 -0.99643 -0.038 -0.029 0.022
N 1.85146 -0.16961 0.30004 -0.194 -0.014 -0.013
N 0.03302 0.01989 2.32538 -0.078 -0.077 -0.250
N -3.54423 1.84674 -1.33685 0.014 -0.022 -0.005
N 0.87875 -2.98720 -0.51506 -0.028 0.023 -0.094
N -0.16284 -2.22014 -0.14021 0.021 -0.046 -0.040
C -2.34564 -2.51021 0.92464 -0.009 0.015 -0.023
C 1.83002 0.37396 3.99802 -0.007 0.007 -0.043
C 3.66862 -0.57750 1.87332 0.001 -0.004 0.033
C -1.07111 -3.04096 0.36135 -0.028 0.085 0.002
C -0.60222 -4.36678 0.28678 0.030 -0.033 0.026
C 0.65476 -4.29099 -0.27136 0.024 -0.017 0.055
C 1.66833 -5.34363 -0.56444 0.001 0.011 -0.013
C -1.14166 2.37773 -1.36449 0.035 -0.088 0.012
C 1.34194 0.05610 2.61114 0.141 0.042 0.220
C -2.28088 1.42053 -1.21018 -0.037 0.056 -0.035
C 2.23982 -0.24099 1.55027 -0.044 0.039 -0.142
C -0.00767 1.92462 -0.43779 0.090 0.091 -0.100
H 2.57296 -5.19440 0.02690 0.002 -0.004 0.000
H -0.16289 2.29808 0.57671 -0.023 -0.044 0.014
H 3.74374 -0.94754 2.89206 -0.001 0.008 -0.005
H -4.29439 1.19161 -1.19316 -0.005 0.005 -0.006
H 1.72019 -2.52432 -0.83525 -0.011 -0.004 0.028
H -3.08364 -2.34951 0.13751 -0.001 0.003 -0.003
H 1.01860 0.87456 4.52370 0.001 -0.003 0.002
H 2.63905 -0.17367 -1.41235 0.011 -0.019 0.057
H 1.94945 -5.34370 -1.61839 -0.002 -0.002 0.000
H 2.70254 1.03020 3.99418 0.005 -0.014 -0.020
H 0.95185 2.30019 -0.79422 -0.013 0.021 0.012
H -1.10484 -5.25862 0.62025 -0.010 0.006 0.000
H -2.76078 -3.20926 1.64891 0.003 -0.004 -0.002
H -1.45564 3.41535 -1.21888 -0.025 -0.001 0.024
H 4.06901 -1.31604 1.18580 0.005 -0.012 0.001
H 4.28750 0.31928 1.79239 0.001 -0.001 -0.020
H -2.15944 -1.55728 1.42166 -0.005 -0.003 0.019
H 1.26295 -6.32308 -0.32135 0.004 -0.002 0.000
H -3.75448 2.82055 -1.45003 0.000 0.001 -0.002
H 2.08723 -0.52193 4.57167 -0.017 0.000 0.012
H -0.83139 2.27778 -2.41014 -0.002 0.011 0.000